Density functional theory data (the ωB97M-V functional and the def2-TZVPD basis) for a molecular structure, C4H4NaO5Rb at a distorted geometry.

Each line ends with the Löwdin spin population.
Element x y z (Å)
O (1.44986, -2.38046, -0.22151)  0.00
O (0.90338, -0.48351, 0.78778)  0.01
C (-1.80064, 1.43154, -0.55026)  0.71
C (-3.23573, 1.17165, -0.20713)  0.10
O (-3.55570, -0.15534, -0.05480)  0.04
C (1.76580, -1.28242, 0.30977)  0.00
H (-1.24899, 2.22053, -0.02755)  0.05
H (-1.41916, 1.08335, -1.51732)  0.05
H (-3.85282, 1.66317, -1.01056)  0.03
H (-3.47176, 1.78413, 0.70039)  0.00
O (3.49715, 0.36792, 0.18859)  0.00
O (4.11178, -1.76226, 0.38989)  0.00
C (3.23585, -0.85886, 0.31312)  0.00
Rb (-2.10982, -2.66363, 0.53154)  0.01
Na (5.73082, -0.13581, 0.36805)  0.00

Cartesian forces, eV/Å:
O 0.698 -0.222 0.036
O 1.393 -0.517 0.089
C -0.085 0.526 -0.352
C -0.125 -0.130 0.172
O 0.196 -0.647 0.084
C -3.236 0.195 0.063
H 0.007 -0.416 -0.206
H 0.024 -0.039 0.496
H 0.021 -0.073 0.017
H 0.036 -0.135 -0.035
O 0.678 0.170 0.095
O 0.808 0.027 0.268
C 0.197 0.146 -0.329
Rb 0.397 1.381 -0.330
Na -1.007 -0.266 -0.067

E_LUMO (alpha / beta) = 1.148 / 1.148 eV
Spin multiplicity = 2
Max |F| = 3.24 eV/A
<S²> = 0.754
Net charge = -1

---

Density functional theory data (the ωB97M-V functional and the def2-TZVPD basis) for 4 unconnected molecules or ions with the total composition C11H20BrN4S.

Each line ends with the natural charge from an NBO analysis.
Element x y z (Å)
S (0.87960, -3.01662, 0.78838)  0.01
C (0.74178, -2.13840, -0.80773)  -0.36
C (1.73483, -0.97201, -0.98141)  -0.44
C (1.02610, 0.29294, -1.44565)  -0.43
C (-0.08827, 0.68224, -0.49315)  -0.24
N (-1.00377, -0.51438, -0.21068)  -0.42
Br (-2.84064, -0.05268, -0.31946)  0.32
C (-0.69976, -1.71284, -1.06375)  -0.24
H (0.94018, -1.92171, 1.56068)  0.11
H (0.94605, -2.91562, -1.54611)  0.26
H (2.52158, -1.26073, -1.67763)  0.24
H (2.22730, -0.75572, -0.03567)  0.25
H (0.64954, 0.21604, -2.46773)  0.22
H (1.72646, 1.12767, -1.42928)  0.25
H (-0.70099, 1.48650, -0.88715)  0.27
H (0.31003, 1.00054, 0.47040)  0.24
H (-0.88890, -0.81551, 0.76085)  0.45
H (-1.40171, -2.49338, -0.78351)  0.25
H (-0.87947, -1.41451, -2.09616)  0.23
C (4.26633, -1.80170, 3.46057)  -0.73
C (3.49108, -0.79519, 2.74918)  0.34
N (2.90122, -0.00864, 2.15603)  -0.41
H (3.98828, -1.80177, 4.51260)  0.27
H (4.06966, -2.78326, 3.03205)  0.26
H (5.32821, -1.57989, 3.37246)  0.27
C (-6.46758, -0.01581, 0.53458)  -0.72
C (-7.58677, -0.72786, 1.13591)  0.27
N (-8.46077, -1.30011, 1.60835)  -0.29
H (-6.61808, 0.07821, -0.54010)  0.25
H (-6.37787, 0.98037, 0.96504)  0.26
H (-5.54888, -0.57160, 0.72539)  0.23
C (2.44088, 4.38989, -1.87163)  -0.73
C (1.04932, 3.96835, -1.76967)  0.32
N (-0.05325, 3.64998, -1.70920)  -0.38
H (2.72481, 4.94083, -0.97715)  0.27
H (3.09033, 3.52274, -1.97898)  0.25
H (2.56314, 5.03365, -2.74067)  0.27

Cartesian forces, eV/Å:
S -0.078 0.065 -0.038
C -0.035 -0.176 -0.066
C 0.059 -0.051 0.024
C 0.050 0.097 -0.001
C -0.012 0.077 0.058
N -0.047 -0.085 0.044
Br 0.051 -0.003 0.005
C -0.066 0.130 -0.046
H 0.156 0.055 0.057
H -0.015 -0.021 0.037
H -0.050 0.047 -0.032
H 0.005 -0.021 0.065
H 0.030 -0.007 0.025
H -0.009 0.014 -0.090
H -0.005 -0.001 -0.061
H -0.017 -0.105 0.046
H 0.051 0.040 -0.033
H -0.012 -0.011 -0.026
H 0.039 -0.005 0.024
C -0.015 0.008 0.075
C 0.101 0.046 -0.129
N -0.186 -0.057 0.012
H 0.017 -0.031 0.011
H -0.001 0.000 0.018
H -0.009 0.013 -0.004
C 0.057 0.069 -0.041
C -0.052 -0.042 0.016
N 0.018 0.011 -0.001
H -0.021 -0.017 0.004
H -0.023 -0.010 0.020
H -0.029 -0.006 0.014
C 0.001 0.057 0.015
C -0.185 0.035 -0.073
N 0.215 -0.124 0.067
H 0.011 0.002 -0.003
H 0.000 0.006 0.001
H 0.004 0.001 0.004

E_LUMO = -4.628 eV
Max |F| = 0.26 eV/A
Net charge = +1

---

Density functional theory data (the ωB97M-V functional and the def2-TZVPD basis) for 2 unconnected molecules or ions with the total composition C4H6O2.

Each line ends with the natural charge from an NBO analysis.
Element x y z (Å)
C (-1.15745, -0.83591, -0.82420)  -0.55
C (-1.06306, 0.14619, 0.06877)  0.30
C (-0.58962, 1.38490, 0.63603)  -0.13
O (-1.56513, 0.52352, 1.27360)  -0.46
H (-0.62604, -0.73009, -1.76966)  0.22
H (-1.76869, -1.72213, -0.64805)  0.22
H (-0.93255, 2.33370, 0.22015)  0.20
H (0.39328, 1.38481, 1.10274)  0.21
C (1.80977, -0.62889, -0.01407)  0.28
O (1.96836, 0.54532, -0.22270)  -0.52
H (1.32888, -1.02982, 0.90331)  0.12
H (2.14077, -1.39830, -0.73724)  0.11

Cartesian forces, eV/Å:
C 0.000 0.395 0.377
C -0.190 -0.054 -0.166
C 0.505 0.026 -0.670
O -0.381 -0.471 -0.005
H -0.078 -0.101 0.346
H 0.096 0.388 -0.052
H -0.154 -0.203 0.304
H -0.320 0.143 -0.021
C 0.102 -0.038 -0.048
O 0.316 -0.406 0.023
H 0.133 0.241 -0.102
H -0.027 0.080 0.013

E_LUMO = 0.855 eV
Max |F| = 0.84 eV/A

---

Density functional theory data (the ωB97M-V functional and the def2-TZVPD basis) for 2 unconnected molecules or ions with the total composition HN2O3S at a distorted geometry.

Each line ends with the natural charge from an NBO analysis.
Element x y z (Å)
N (-2.58623, -0.94036, -0.95542)  -0.10
N (-2.65630, -0.79875, 0.12984)  0.43
O (-2.51163, -0.78941, 1.27382)  -0.34
O (0.95504, 1.29800, 0.58171)  -1.08
O (2.89746, -0.18746, 0.44612)  -1.06
S (2.27832, 1.03677, -0.09114)  1.35
H (1.62334, 0.38120, -1.38493)  -0.21

Cartesian forces, eV/Å:
N -0.719 0.131 -3.255
N 1.329 -0.633 0.321
O -0.554 0.528 2.954
O 0.696 0.602 0.036
O 0.990 -0.361 0.457
S -2.785 -1.275 -1.317
H 1.043 1.008 0.805

E_LUMO = 3.778 eV
Max |F| = 3.34 eV/A
Net charge = -1

---

Density functional theory data (the ωB97M-V functional and the def2-TZVPD basis) for CH4N4S in the gas phase at a distorted geometry.

Each line ends with the natural charge from an NBO analysis.
Element x y z (Å)
S (0.74447, -0.79991, 3.05826)  0.08
N (0.04006, -0.49372, 1.65880)  -0.40
N (-1.14968, 0.51729, 1.65095)  -0.05
N (-1.23466, 0.80000, 0.42714)  -0.24
N (-0.25603, 0.32809, -0.48830)  -0.46
C (0.62300, -0.34919, 0.36476)  -0.10
H (-2.15876, 1.03789, 0.03909)  0.39
H (0.02762, 1.12234, -0.97322)  0.38
H (0.83637, -1.43207, -0.08321)  0.21
H (1.54201, 0.19079, 0.57837)  0.19

Cartesian forces, eV/Å:
S 0.849 -0.604 0.625
N -4.642 2.920 0.395
N 2.835 -3.190 2.090
N -2.140 2.115 -2.891
N -2.892 -0.876 0.722
C 3.438 -3.341 -0.854
H 0.628 -0.498 0.234
H 1.427 1.338 -0.765
H -0.094 2.199 1.095
H 0.592 -0.064 -0.652

E_LUMO (alpha / beta) = 0.675 / -0.518 eV
Max |F| = 5.50 eV/A